[1]
Below is C32H61MgN7O5P2SSi4Te as an isolated structure, with properties calculated with ωB97M-V/def2-TZVPD.

Element x y z (Å)
Mg: 0.338 3.163 -1.091
O: 0.269 3.795 -2.938
C: 0.735 3.201 -3.994
C: 0.159 3.476 -5.260
C: 0.606 2.874 -6.413
C: 1.669 1.967 -6.387
C: 2.263 1.692 -5.173
C: 1.829 2.280 -3.980
C: 2.575 1.975 -2.771
N: 2.191 2.363 -1.619
N: 3.031 2.143 -0.540
C: 2.607 2.849 0.477
O: 1.593 3.645 0.500
C: 3.413 2.702 1.732
C: 4.658 2.075 1.729
C: 5.373 1.933 2.907
C: 4.855 2.409 4.107
C: 3.611 3.024 4.117
C: 2.898 3.168 2.935
H: -0.674 4.168 -5.274
H: 0.117 3.103 -7.354
H: 2.011 1.484 -7.293
H: 3.087 0.988 -5.120
H: 3.518 1.432 -2.862
H: 5.036 1.693 0.791
H: 6.338 1.442 2.893
H: 5.414 2.293 5.028
H: 3.193 3.388 5.050
H: 1.918 3.621 2.920
C: 0.000 1.495 3.953
N: 0.108 1.123 2.559
C: 0.954 -0.046 2.309
P: -0.914 1.574 1.365
O: -0.316 1.583 0.015
O: -1.314 3.069 1.912
P: -1.636 4.368 1.002
O: -1.323 4.118 -0.422
N: -0.762 5.568 1.697
C: -0.130 5.499 2.998
C: -0.167 6.556 0.801
N: -3.216 4.720 1.204
C: -3.688 5.170 2.501
C: -4.211 3.932 0.463
N: -2.275 0.679 1.352
C: -3.060 0.488 2.554
C: -2.965 0.330 0.105
H: -0.447 0.691 4.551
H: -0.603 2.393 4.070
H: 0.999 1.693 4.350
H: 0.563 -0.929 2.826
H: 1.963 0.167 2.670
H: 1.013 -0.269 1.243
H: -0.497 4.644 3.561
H: -0.347 6.410 3.567
H: 0.953 5.406 2.889
H: -0.691 6.567 -0.152
H: 0.883 6.311 0.615
H: -0.239 7.548 1.254
H: -2.966 5.847 2.956
H: -3.873 4.330 3.183
H: -4.630 5.704 2.365
H: -3.815 3.603 -0.496
H: -5.094 4.541 0.281
H: -4.534 3.056 1.035
H: -2.465 0.691 3.444
H: -3.401 -0.549 2.605
H: -3.940 1.141 2.565
H: -2.285 0.440 -0.735
H: -3.844 0.953 -0.070
H: -3.277 -0.716 0.163
C: -1.528 -2.891 1.492
Si: -1.513 -4.074 0.025
C: -1.941 -5.795 0.700
C: -2.896 -3.559 -1.146
Si: 0.547 -4.006 -1.071
Te: 1.322 -1.707 -1.358
Si: 0.282 -5.079 -3.125
C: -0.609 -6.750 -3.000
C: 1.974 -5.403 -3.898
C: -0.694 -3.994 -4.309
Si: 2.071 -5.219 0.213
C: 3.827 -4.929 -0.403
C: 1.788 -7.095 0.228
C: 1.990 -4.623 2.005
H: -2.525 -2.845 1.943
H: -1.242 -1.890 1.161
H: -0.815 -3.205 2.259
H: -2.939 -5.804 1.149
H: -1.223 -6.099 1.467
H: -1.918 -6.548 -0.092
H: -3.833 -3.383 -0.609
H: -3.080 -4.330 -1.899
H: -2.625 -2.639 -1.668
H: -0.096 -7.424 -2.310
H: -0.663 -7.239 -3.978
H: -1.631 -6.615 -2.636
H: 2.537 -6.145 -3.324
H: 2.553 -4.477 -3.910
H: 1.879 -5.767 -4.926
H: -1.739 -3.911 -4.002
H: -0.666 -4.390 -5.328
H: -0.272 -2.986 -4.312
H: 3.976 -5.373 -1.390
H: 4.566 -5.354 0.284
H: 4.001 -3.854 -0.495
H: 1.906 -7.508 -0.778
H: 0.782 -7.347 0.573
H: 2.509 -7.595 0.883
H: 2.046 -3.532 2.022
H: 2.817 -5.022 2.601
H: 1.051 -4.922 2.479
S: -5.470 1.837 -2.322
C: -6.480 2.412 -1.133
N: -7.169 2.836 -0.289

Calculated values
multiplicity = 1
total charge = -2
lowest unoccupied orbital energy = 3.62 eV
HOMO level = -1.745 eV
calculated total energy = -128519.0872 eV
Kohn-Sham gap = 0.19727 hartree
M = 982.15 g mol⁻¹

[2]
Below is a 8-piece molecular cluster, C32H61N3O10S5 overall at a distorted geometry, with properties calculated with ωB97M-V/def2-TZVPD.

Element x y z (Å)
C: 6.051 -15.963 -10.920
C: 4.751 -15.162 -11.262
C: 3.537 -15.989 -10.771
S: 4.121 -16.574 -9.157
O: 3.833 -17.973 -9.030
O: 3.704 -15.662 -8.065
C: 5.895 -16.321 -9.458
H: 6.954 -15.290 -11.151
H: 6.030 -16.797 -11.622
H: 4.626 -14.897 -12.327
H: 4.699 -14.246 -10.720
H: 3.312 -16.886 -11.359
H: 2.695 -15.311 -10.787
H: 6.403 -17.265 -9.206
H: 6.269 -15.508 -8.872
C: 2.189 -14.655 -16.963
C: 1.043 -14.568 -16.001
C: 1.716 -14.467 -14.549
S: 3.329 -15.245 -14.683
O: 3.369 -16.420 -13.812
O: 4.405 -14.281 -14.555
C: 3.073 -15.791 -16.390
H: 2.692 -13.704 -16.980
H: 1.833 -14.874 -17.907
H: 0.426 -15.428 -16.187
H: 0.361 -13.740 -16.287
H: 1.216 -14.985 -13.722
H: 1.954 -13.457 -14.295
H: 2.619 -16.854 -16.265
H: 4.103 -15.801 -16.763
C: -6.048 -18.194 -14.001
C: -6.783 -18.944 -12.857
C: -5.738 -19.968 -12.470
S: -5.295 -20.756 -13.974
O: -6.387 -21.646 -14.356
O: -3.974 -21.279 -13.937
C: -5.507 -19.214 -15.027
H: -5.159 -17.671 -13.499
H: -6.760 -17.495 -14.474
H: -7.650 -19.469 -13.263
H: -6.932 -18.280 -12.005
H: -6.040 -20.745 -11.787
H: -4.851 -19.492 -12.053
H: -6.322 -19.492 -15.652
H: -4.605 -18.985 -15.594
C: -0.744 -22.076 -14.872
C: 0.287 -23.224 -14.885
C: 1.408 -22.840 -13.945
S: 0.471 -22.219 -12.454
O: 0.924 -20.966 -11.979
O: 0.308 -23.287 -11.430
C: -1.076 -21.862 -13.449
H: -1.725 -22.312 -15.401
H: -0.407 -21.176 -15.384
H: 0.663 -23.530 -15.868
H: -0.160 -24.137 -14.441
H: 2.173 -22.125 -14.253
H: 1.908 -23.746 -13.653
H: -1.290 -20.799 -13.133
H: -1.774 -22.518 -12.975
C: 1.877 -18.802 -6.551
C: 1.282 -19.949 -7.388
C: 1.120 -19.428 -8.828
S: 0.282 -17.955 -8.451
O: -1.073 -18.285 -8.000
O: 0.436 -16.804 -9.367
C: 1.145 -17.542 -6.877
H: 2.874 -18.694 -6.906
H: 1.984 -19.031 -5.510
H: 0.362 -20.357 -7.007
H: 1.920 -20.835 -7.405
H: 0.450 -20.024 -9.460
H: 2.081 -19.248 -9.409
H: 0.333 -17.470 -6.102
H: 1.763 -16.649 -7.050
C: -3.446 -23.092 -10.384
C: -2.405 -22.482 -9.438
C: -2.860 -21.056 -9.053
C: -2.483 -20.117 -10.025
N: -2.152 -19.448 -10.886
H: -3.357 -24.157 -10.621
H: -3.269 -22.619 -11.377
H: -4.501 -22.857 -10.114
H: -1.388 -22.563 -9.853
H: -2.323 -23.114 -8.513
H: -2.372 -20.774 -8.127
H: -3.891 -21.034 -8.910
C: -3.656 -15.209 -8.230
C: -3.683 -15.311 -9.692
C: -3.496 -16.676 -10.213
C: -4.511 -17.662 -9.758
N: -5.260 -18.490 -9.436
H: -2.726 -15.567 -7.758
H: -4.521 -15.745 -7.754
H: -3.786 -14.173 -7.940
H: -2.940 -14.690 -10.135
H: -4.622 -14.908 -10.186
H: -2.587 -17.109 -9.808
H: -3.402 -16.807 -11.265
C: -2.259 -17.431 -13.543
C: -0.968 -16.997 -12.946
C: 0.055 -18.037 -13.086
C: 0.328 -18.377 -14.487
N: 0.483 -18.540 -15.624
H: -2.163 -17.756 -14.573
H: -2.919 -16.559 -13.530
H: -2.780 -18.258 -13.066
H: -1.026 -16.852 -11.917
H: -0.751 -16.040 -13.427
H: -0.206 -18.983 -12.587
H: 1.034 -17.808 -12.760

Calculated values
multiplicity = 1
lowest unoccupied orbital energy = 0.46 eV
HOMO level = -9.913 eV
SMILES = O=S1(=O)CCCC1.O=S1(=O)CCCC1.O=S1(=O)CCCC1.O=S1(=O)CCCC1.O=S1(=O)CCCC1.CCCC#N.CCCC#N.CCCC#N
calculated total energy = -113291.4025 eV
Kohn-Sham gap = 0.38108 hartree
M = 808.19 g mol⁻¹

[3]
Below is a 2-piece molecular cluster, C32H62BN3O7S overall at a distorted geometry, with properties calculated with ωB97M-V/def2-TZVPD.

Element x y z (Å)
C: 5.442 -0.262 5.906
C: 5.882 -0.273 4.311
O: 6.285 1.102 3.976
B: 5.738 1.518 2.644
O: 4.272 1.506 2.457
C: 6.846 2.003 1.515
O: 7.961 1.065 1.770
S: 7.557 -0.295 0.819
O: 7.033 -1.582 1.560
O: 8.904 -0.786 0.218
O: 6.388 0.390 -0.256
C: 6.430 1.867 -0.098
C: 5.125 2.754 -0.592
C: 3.731 1.861 -0.711
C: 2.507 2.730 -0.051
C: 1.127 2.767 -0.954
C: -0.109 3.048 0.136
C: -1.441 3.683 -0.641
C: -2.746 2.920 0.024
C: -4.153 3.197 -0.837
C: -4.923 1.713 -0.855
C: -4.596 0.947 -2.266
C: -4.014 -0.577 -2.118
C: -4.637 -1.447 -0.876
N: -4.260 -2.912 -0.876
C: -5.264 -3.740 -0.067
C: -4.741 -5.324 -0.088
C: -3.369 -5.248 -0.994
C: -3.095 -3.673 -1.469
C: 7.695 2.650 -0.861
C: 7.834 2.265 -2.450
C: 8.567 0.827 -2.751
C: 10.217 0.862 -2.561
N: 10.855 0.850 -3.957
C: 11.196 -0.561 -4.392
C: 10.403 -1.432 -5.548
O: 12.269 -1.143 -3.796
H: 4.435 -0.871 6.102
H: 5.300 0.825 6.343
H: 6.291 -0.862 6.488
H: 6.816 -0.962 4.123
H: 4.984 -0.694 3.688
H: 3.947 0.568 2.219
H: 7.079 3.164 1.592
H: 5.021 3.653 0.186
H: 5.315 3.289 -1.640
H: 3.830 0.872 -0.051
H: 3.514 1.490 -1.807
H: 2.189 2.262 0.999
H: 2.790 3.847 0.171
H: 1.023 1.739 -1.505
H: 1.120 3.688 -1.685
H: -0.342 2.053 0.706
H: 0.216 3.864 0.925
H: -1.491 4.844 -0.504
H: -1.315 3.348 -1.775
H: -2.466 1.760 0.021
H: -2.942 3.222 1.150
H: -4.831 3.917 -0.178
H: -3.954 3.601 -1.917
H: -4.560 1.161 0.111
H: -6.087 1.931 -0.817
H: -3.756 1.594 -2.813
H: -5.543 0.974 -2.953
H: -2.834 -0.554 -2.001
H: -4.218 -1.114 -3.163
H: -4.169 -0.988 0.121
H: -5.812 -1.266 -0.763
H: -6.245 -3.387 0.485
H: -5.215 -6.263 0.433
H: -2.658 -6.155 -1.241
H: -2.227 -3.216 -2.107
H: 8.727 2.475 -0.316
H: 7.436 3.806 -0.776
H: 8.527 3.107 -2.935
H: 6.805 2.315 -3.035
H: 8.395 0.593 -3.906
H: 8.098 -0.084 -2.171
H: 10.555 -0.120 -1.978
H: 10.564 1.832 -1.975
H: 11.686 1.491 -3.992
H: 9.488 -2.010 -5.094
H: 11.154 -2.229 -5.974
H: 10.026 -0.797 -6.457
C: -8.549 -1.006 2.948
C: -9.574 -1.352 1.872
N: -9.704 -2.788 1.610
C: -10.479 -3.089 0.403
C: -11.952 -2.695 0.393
C: -10.004 -3.633 2.769
C: -11.278 -3.331 3.552
H: -7.565 -1.420 2.707
H: -8.445 0.082 3.025
H: -8.851 -1.372 3.934
H: -9.243 -0.855 0.950
H: -10.535 -0.902 2.143
H: -10.399 -4.160 0.176
H: -9.993 -2.589 -0.444
H: -12.556 -3.375 1.001
H: -12.344 -2.755 -0.629
H: -12.117 -1.674 0.746
H: -9.157 -3.579 3.463
H: -10.025 -4.686 2.458
H: -11.421 -2.263 3.728
H: -11.228 -3.817 4.534
H: -12.162 -3.725 3.051

Calculated values
multiplicity = 1
lowest unoccupied orbital energy = -0.26 eV
HOMO level = -7.623 eV
SMILES = CCOB(O)[C@H]1OS(=O)(=O)O[C@]1(CCCCCCCCCCCCn1cccc1)CCCCNC(C)=O.CCN(CC)CC
calculated total energy = -64485.5287 eV
Kohn-Sham gap = 0.27072 hartree
M = 643.74 g mol⁻¹

[4]
Below is a 7-piece molecular cluster, C32H62F2N2O9S3 overall at a distorted geometry, with properties calculated with ωB97M-V/def2-TZVPD.

Element x y z (Å)
O: 3.171 -2.507 -2.959
S: 2.113 -1.676 -3.783
O: 2.948 -0.704 -4.667
F: 1.277 -2.853 -4.754
N: 1.001 -0.881 -2.696
F: -0.280 -1.330 -2.866
C: 1.077 0.628 -2.770
C: 0.459 1.279 -4.143
C: -0.578 2.542 -3.843
S: -1.513 2.951 -5.418
C: -2.602 1.416 -5.735
S: -3.021 1.125 -7.356
N: -3.029 0.612 -4.528
C: -4.326 1.137 -3.954
C: -5.143 0.076 -3.004
O: -5.217 -1.305 -3.581
C: -3.780 -1.738 -3.547
C: -3.054 -0.877 -4.784
H: 2.195 0.978 -2.669
H: 0.466 1.042 -1.838
H: -0.018 0.478 -4.886
H: 1.376 1.750 -4.740
H: -1.372 2.204 -3.024
H: -0.029 3.512 -3.486
H: -4.026 2.050 -3.245
H: -5.003 1.591 -4.798
H: -6.245 0.476 -2.897
H: -4.668 0.054 -1.917
H: -3.287 -1.536 -2.502
H: -3.791 -2.866 -3.873
H: -1.942 -1.303 -4.840
H: -3.611 -1.209 -5.758
C: -6.342 1.089 2.356
C: -6.479 -0.386 2.076
C: -5.739 -0.528 0.763
O: -4.712 0.473 0.753
C: -4.952 1.383 1.836
H: -6.467 1.349 3.410
H: -7.085 1.647 1.774
H: -5.968 -0.961 2.857
H: -7.515 -0.729 2.021
H: -6.400 -0.337 -0.089
H: -5.289 -1.518 0.641
H: -4.194 1.195 2.604
H: -4.844 2.412 1.484
C: -2.783 7.946 -3.039
C: -2.849 8.123 -4.534
C: -2.042 6.942 -5.029
O: -2.209 5.892 -4.066
C: -2.831 6.441 -2.896
H: -3.589 8.451 -2.501
H: -1.826 8.327 -2.662
H: -3.888 8.034 -4.873
H: -2.457 9.083 -4.881
H: -0.975 7.183 -5.079
H: -2.369 6.595 -6.013
H: -3.864 6.078 -2.865
H: -2.310 6.087 -2.002
C: 6.232 -3.249 -1.746
C: 6.258 -3.207 -3.252
C: 7.599 -2.562 -3.528
O: 8.470 -2.936 -2.451
C: 7.680 -3.530 -1.411
H: 5.547 -3.998 -1.339
H: 5.941 -2.268 -1.353
H: 6.246 -4.228 -3.651
H: 5.422 -2.658 -3.692
H: 7.521 -1.470 -3.530
H: 8.031 -2.883 -4.480
H: 7.885 -4.606 -1.410
H: 7.975 -3.117 -0.443
C: -2.473 -1.734 5.378
C: -1.578 -1.024 6.361
C: -1.611 0.399 5.847
O: -2.893 0.591 5.234
C: -3.529 -0.687 5.097
H: -2.891 -2.669 5.761
H: -1.915 -1.957 4.461
H: -2.019 -1.069 7.364
H: -0.567 -1.435 6.412
H: -0.846 0.563 5.080
H: -1.470 1.136 6.644
H: -4.341 -0.736 5.830
H: -3.957 -0.781 4.095
C: 11.632 -3.887 -0.518
C: 11.658 -3.845 -2.024
C: 12.999 -3.200 -2.300
O: 13.870 -3.574 -1.223
C: 13.080 -4.168 -0.183
H: 10.947 -4.636 -0.111
H: 11.341 -2.906 -0.125
H: 11.646 -4.866 -2.424
H: 10.822 -3.296 -2.464
H: 12.921 -2.108 -2.302
H: 13.431 -3.521 -3.252
H: 13.285 -5.244 -0.182
H: 13.375 -3.755 0.785
C: -4.977 -0.897 10.776
C: -5.553 0.167 9.877
C: -4.381 0.487 8.974
O: -3.610 -0.716 8.851
C: -4.075 -1.658 9.828
H: -5.733 -1.531 11.246
H: -4.379 -0.431 11.567
H: -6.376 -0.252 9.287
H: -5.928 1.041 10.416
H: -3.736 1.254 9.416
H: -4.696 0.825 7.983
H: -4.627 -2.442 9.299
H: -3.221 -2.114 10.336

Calculated values
multiplicity = 1
lowest unoccupied orbital energy = -1.36 eV
HOMO level = -8.727 eV
SMILES = O=S(=O)(F)N(F)CCCSC(=S)N1CCOCC1.C1CCOC1.C1CCOC1.C1CCOC1.C1CCOC1.C1CCOC1.C1CCOC1
calculated total energy = -93525.7089 eV
Kohn-Sham gap = 0.27070 hartree
M = 753.05 g mol⁻¹